Entry from OMol25: a cluster of 6 separate species, C41H80BBrIN9O8P in total in a non-equilibrium geometry (the ωB97M-V functional and the def2-TZVPD basis).

The geometry in XYZ format:
```
142
Properties=species:S:1:pos:R:3:forces:R:3
C -0.920588 3.066029 5.174013 -0.10 -0.17 0.56
C -0.412767 2.521025 4.244349 -0.18 -0.23 -0.56
C 0.202153 1.850031 3.107357 0.09 -0.07 0.44
C -0.650589 1.508059 1.865118 1.34 -0.24 -0.22
C -1.038467 2.828639 1.121428 -0.13 0.40 0.33
I -2.601583 4.013880 2.122418 0.12 0.01 0.00
C 0.028444 3.861726 0.740203 -0.03 0.72 -0.95
C 0.247698 3.867156 -0.783116 0.38 0.17 0.52
C -1.951894 0.683021 2.134900 -0.28 0.43 0.05
C -2.129009 -0.280200 3.350006 0.37 -1.26 0.26
C -1.184913 -0.441953 4.534408 -0.13 0.75 0.23
N -1.440884 -0.039571 5.701014 -0.11 -0.24 0.16
C -2.666056 0.179744 0.790241 -0.84 0.10 0.75
C -3.624490 -1.030893 1.059931 -0.31 0.73 0.45
C -4.865005 -1.377511 0.206817 -0.10 -1.23 -0.32
C -4.893616 -1.707751 -1.287539 -0.49 -0.16 -0.43
C -4.870035 -0.557831 -2.270424 -0.33 0.54 -0.01
O -5.211660 -0.997755 -3.565340 0.51 -0.36 0.14
C -4.376469 -0.496959 -4.595674 -0.52 -0.16 -0.13
B -3.746725 1.317762 0.381602 0.01 1.26 0.14
N -4.850568 1.695615 1.218548 0.71 -1.13 -0.44
O -3.546400 2.008785 -0.802072 -0.43 -1.35 -0.51
N -1.754290 -0.068575 -0.401435 0.36 -0.69 -0.56
Br -1.645533 -1.888070 -1.063981 -0.04 -0.01 0.11
C -0.342187 0.447020 -0.403933 1.47 0.61 -0.43
C 0.326502 0.594947 0.952827 -1.75 -0.15 1.15
C 1.854984 0.806115 0.889710 0.18 0.20 -0.92
C 2.622272 2.064006 0.467820 1.36 -0.44 0.48
C 4.092615 1.627358 0.199553 -0.11 0.27 -0.04
C 4.501256 1.830207 -1.263120 0.70 -0.36 0.43
N 5.641506 0.993361 -1.596533 -0.55 0.49 0.09
C 6.926012 1.382162 -1.797973 0.14 1.38 0.10
C 7.662607 0.308554 -2.114794 1.04 -1.51 -0.38
C 6.803163 -0.824391 -2.095948 0.73 0.06 -0.18
C 5.587094 -0.344794 -1.765114 -1.25 -1.03 0.04
P 0.415328 -1.186560 1.581186 0.97 -0.77 -1.21
O 1.210805 -2.037563 0.655918 0.05 0.12 -0.11
H -1.382949 3.380897 6.073696 -0.05 0.34 0.08
H 1.047927 2.475956 2.832170 0.01 0.05 -0.47
H 0.693427 0.944757 3.466424 -0.15 -0.14 0.19
H -1.549304 2.616809 0.189233 -0.16 -0.20 0.07
H -0.338140 4.870878 0.898094 -0.30 -0.04 0.40
H 0.956259 3.888013 1.294470 0.14 -0.66 0.17
H 0.995072 4.625395 -1.014229 0.10 -0.02 -0.16
H -0.676336 4.173823 -1.269076 -0.11 -0.17 -0.16
H 0.601001 2.917511 -1.165239 -0.09 0.12 -0.35
H -2.618562 1.489301 2.435091 -0.07 -0.01 0.09
H -3.098755 -0.096004 3.811248 -0.05 0.47 -0.01
H -2.254622 -1.320219 3.039573 0.16 0.06 -0.33
H -0.250839 -0.990758 4.452636 0.03 -0.10 -0.38
H -2.335773 0.453307 5.730548 0.07 0.11 0.03
H -3.084955 -1.922181 1.371591 0.22 -0.19 -0.55
H -4.105257 -0.734549 1.990279 0.05 0.07 0.14
H -5.741490 -0.769835 0.425044 0.30 0.67 0.05
H -5.178564 -2.329576 0.642056 0.13 -0.06 0.12
H -5.872700 -2.165603 -1.448841 -0.11 0.00 0.06
H -4.225019 -2.500572 -1.601714 0.30 0.04 0.19
H -5.637279 0.168768 -1.950695 0.09 0.12 0.05
H -3.926930 -0.000440 -2.314194 0.15 -0.16 0.06
H -4.706486 0.504654 -4.880371 0.25 0.14 -0.04
H -3.317409 -0.510138 -4.328150 0.03 0.11 0.17
H -4.500650 -1.157462 -5.449057 -0.07 0.00 -0.09
H -5.764276 1.523686 0.819913 -0.21 0.45 0.31
H -4.783211 1.380033 2.176755 -0.55 -0.01 0.01
H -4.411495 2.195357 -1.199715 0.35 0.62 -0.01
H -2.205447 0.363931 -1.213065 -0.12 0.26 0.18
H -0.332453 1.374986 -0.968705 -0.25 0.10 0.13
H 0.290415 -0.203930 -1.001068 -0.27 -0.26 -0.15
H 2.218228 0.044824 0.196652 -0.23 -0.20 -0.03
H 2.289287 0.496770 1.841767 -0.03 0.08 0.20
H 2.718681 2.750235 1.301357 -0.51 0.44 -0.08
H 2.309515 2.548290 -0.445427 -0.55 0.11 0.13
H 4.772993 2.212369 0.815390 -0.03 0.01 0.05
H 4.265574 0.593215 0.493124 -0.11 -0.18 -0.13
H 4.854064 2.851539 -1.395643 -0.32 0.17 -0.19
H 3.693607 1.611707 -1.963170 -0.14 0.08 0.03
H 7.266665 2.398680 -1.705717 -0.29 0.20 0.05
H 8.712660 0.282074 -2.336351 0.16 0.14 0.00
H 7.034450 -1.851547 -2.306660 0.17 -0.11 0.00
H 4.680801 -0.915634 -1.636790 -0.20 0.21 0.07
H 1.044168 -1.164616 2.838491 -0.58 0.23 0.21
H -0.864676 -1.770598 1.606245 -0.11 0.45 0.72
C 6.797590 4.284569 1.564893 0.07 -0.09 0.13
O 5.792537 3.766822 2.021305 -0.06 0.10 -0.09
N 6.803511 5.245496 0.624298 0.10 0.02 -0.09
C 8.035855 5.821933 0.117209 -0.24 0.04 -0.03
C 5.532994 5.720609 0.104594 0.02 -0.12 0.17
H 7.807386 3.996474 1.898026 0.00 0.01 -0.01
H 8.052800 6.895505 0.311739 0.09 0.00 -0.03
H 8.110928 5.654830 -0.958920 0.09 0.04 0.00
H 8.892330 5.362505 0.604967 -0.02 -0.03 0.03
H 4.928260 6.128132 0.915490 -0.05 0.01 -0.05
H 4.981877 4.894466 -0.347937 -0.06 0.05 -0.02
H 5.707277 6.491553 -0.641246 0.05 0.00 0.00
C -4.613843 -5.223765 1.428036 -0.11 0.04 0.06
O -4.759261 -4.587003 0.396449 0.08 0.04 0.03
N -3.422292 -5.539209 1.960996 -0.02 -0.09 0.13
C -3.294425 -6.277108 3.205924 0.15 0.06 -0.18
C -2.227102 -5.116683 1.254347 -0.19 0.01 -0.05
H -5.468546 -5.582624 2.023643 0.02 -0.03 -0.02
H -2.752069 -5.678656 3.940014 -0.02 -0.06 0.06
H -2.750050 -7.206454 3.033480 -0.02 -0.03 0.09
H -4.278468 -6.514550 3.603158 -0.03 0.02 -0.03
H -2.241719 -4.030359 1.148982 0.16 0.02 -0.06
H -2.213941 -5.555051 0.255851 0.09 0.05 -0.02
H -1.339002 -5.424424 1.799584 -0.03 -0.01 0.05
C 7.202966 -5.494913 -2.568518 0.07 0.02 -0.15
O 8.330491 -5.105953 -2.342849 -0.05 0.03 0.08
N 6.242268 -5.651928 -1.634571 -0.14 -0.03 -0.03
C 4.911494 -6.116825 -1.966421 0.14 0.07 0.21
C 6.562586 -5.341493 -0.250968 0.14 0.03 -0.14
H 6.864572 -5.754289 -3.587235 -0.04 -0.02 0.03
H 4.171155 -5.363735 -1.685918 -0.07 -0.06 -0.04
H 4.694198 -7.043621 -1.431091 -0.09 -0.01 -0.05
H 4.836157 -6.303361 -3.035705 0.04 0.00 -0.01
H 6.868748 -4.298265 -0.164494 0.01 -0.01 0.07
H 7.388314 -5.967027 0.088953 0.00 0.04 0.06
H 5.691068 -5.517557 0.374668 -0.03 -0.02 -0.04
C 1.512460 1.738816 -4.181308 0.07 0.08 -0.16
O 1.132987 1.428116 -3.059199 -0.09 -0.14 0.23
N 2.286632 0.975546 -4.959426 -0.02 0.06 -0.03
C 2.707089 1.399463 -6.284031 0.06 -0.15 0.10
C 2.722749 -0.320729 -4.460126 -0.11 0.09 0.15
H 1.240557 2.700422 -4.644890 -0.01 -0.02 0.01
H 2.348921 0.690339 -7.031452 0.03 0.05 -0.05
H 3.795808 1.445436 -6.330116 -0.01 0.02 -0.07
H 2.302604 2.383587 -6.509335 -0.02 0.01 0.04
H 1.855502 -0.943434 -4.237870 0.03 -0.05 0.01
H 3.297029 -0.193039 -3.541590 0.03 -0.07 -0.06
H 3.340565 -0.811366 -5.206597 0.02 0.04 -0.02
C -8.956870 1.341110 2.250785 -0.08 0.11 0.03
O -8.117011 1.669636 3.068273 0.16 -0.14 -0.10
N -9.235596 0.068658 1.905514 -0.04 0.00 -0.15
C -10.252435 -0.261347 0.922939 0.15 -0.12 0.15
C -8.492834 -1.004125 2.543906 0.00 0.19 0.07
H -9.574319 2.080714 1.713922 -0.01 -0.02 0.01
H -11.023367 -0.884502 1.378752 -0.05 0.01 -0.08
H -9.804376 -0.805292 0.088930 -0.09 0.00 -0.04
H -10.714475 0.646952 0.543017 0.02 0.03 0.03
H -8.640358 -0.968667 3.623500 0.05 -0.05 0.01
H -7.425081 -0.890076 2.343621 0.01 -0.07 0.05
H -8.832748 -1.963191 2.161703 -0.03 0.02 -0.04
```
Positions in Å, forces in eV/Å.

Values from the calculation:
Calculated total energy in Ha: -5942.51650
Maximum force in eV/Å: 2.10
Gap between HOMO and LUMO in eV: 5.8
Total charge: +1


Entry from OMol25: a structure of composition C41H89Br2I2N7O12S4 in a non-equilibrium geometry (the ωB97M-V functional and the def2-TZVPD basis).

The geometry in XYZ format:
```
157
Properties=species:S:1:pos:R:3:forces:R:3
C -2.924391 -1.134196 2.342160 1.14 0.48 -0.35
C -1.613498 -1.427134 1.443772 -0.17 0.25 3.28
N -1.687443 -0.839941 0.122191 -0.28 -0.94 0.47
C -1.547832 -1.459403 -1.143151 0.28 2.44 -1.38
O -1.179738 -0.383694 -2.075380 -0.19 -0.77 0.78
C -0.798078 0.858115 -1.556971 -0.08 3.22 -0.34
C -0.208344 1.735806 -2.772695 -0.34 -1.09 -0.02
O 0.664114 2.774165 -2.279494 -1.60 0.07 -0.87
C -0.044957 4.003496 -2.059786 0.46 1.37 1.43
C -0.502693 4.065103 -0.526444 -0.26 -0.42 -0.78
C -0.388895 -2.523252 -1.455166 -0.37 -2.29 -0.78
I 1.158037 -2.719606 0.137390 -0.35 0.68 -0.26
C 0.286814 -2.258542 -2.884761 2.46 1.46 -1.18
Br -0.405914 -2.975009 -4.614096 -0.01 0.17 1.82
C 1.423589 -1.468594 -3.116785 -1.64 -0.66 1.00
C 2.189771 -0.649838 -2.051457 1.67 0.23 -0.43
Br 2.215559 -1.236946 -4.934382 -0.51 -0.10 1.82
C -0.877835 -4.084857 -1.418294 1.15 -1.75 1.36
C 0.373070 -5.097089 -1.652826 0.01 -0.53 -0.87
S -0.185561 -6.489884 -2.795138 0.25 -0.17 0.50
C 0.529080 -8.083938 -2.198222 0.72 -1.02 -0.17
C 1.744356 -8.623487 -3.072687 0.06 -0.65 0.88
C -1.561599 -4.567865 -0.071118 -0.82 -0.07 1.08
C -2.280016 -5.989956 -0.109645 1.26 -1.02 0.64
C -1.416074 -7.104549 0.671015 -0.39 0.25 -0.08
I -4.096428 -5.795258 1.139480 0.41 -0.17 -0.68
O -1.822334 -4.451023 -2.452421 -0.76 2.95 0.40
S -3.172164 -3.524555 -2.553709 -5.52 -5.37 -4.57
O -4.289000 -4.352179 -1.956594 3.32 2.61 0.34
O -3.527991 -3.453427 -4.012102 2.10 1.15 3.40
C -3.047766 -1.838376 -1.726504 0.17 -2.08 1.57
N -3.980269 -2.084476 -0.574699 -1.19 3.01 -0.94
C -4.871292 -1.226143 -0.392351 -0.88 1.11 0.22
S -6.001444 -0.045580 -0.183072 2.50 -3.04 -0.19
S -3.700844 -0.622321 -2.974749 0.32 5.70 -6.79
C -5.434080 -1.048631 -3.551728 -0.62 -1.66 1.60
O -2.943559 -0.584257 -4.282866 -1.04 -1.52 3.48
O -3.789455 0.804092 -2.507452 0.08 -3.16 1.33
H -3.774616 -1.829131 2.106121 0.81 0.78 0.36
H -3.205822 -0.038153 2.206360 0.05 -1.37 0.08
H -2.573496 -1.217978 3.415750 -0.70 -0.15 -1.17
H -1.396811 -2.513729 1.591054 -0.18 0.96 -0.88
H -0.788456 -0.887336 2.026982 -0.82 -0.76 -0.86
H -2.461283 -0.163742 0.172440 0.62 -0.35 -0.72
H -0.048159 0.941084 -0.726137 -0.55 -0.84 -0.71
H -1.712292 1.447505 -1.207173 1.02 -0.86 -0.28
H -1.107330 2.135974 -3.326729 1.08 -0.21 0.42
H 0.385897 1.098392 -3.499590 -0.67 0.61 1.00
H 0.677017 4.869024 -2.207670 -0.61 -1.22 0.00
H -0.895041 4.183547 -2.778660 0.78 -0.52 0.69
H 0.299939 3.512478 0.052825 -1.06 0.73 -0.51
H -0.616052 5.115008 -0.137607 0.17 -1.02 -0.47
H -1.504505 3.541826 -0.429716 1.22 0.53 0.17
H 3.009919 -1.309687 -1.612821 -0.99 0.80 -0.57
H 1.630195 -0.214032 -1.190885 0.06 -0.61 -0.98
H 2.750957 0.214397 -2.534108 -0.89 -1.06 0.38
H 1.236502 -4.622787 -2.186724 -0.88 -0.16 0.69
H 0.723480 -5.579712 -0.703509 -0.41 0.74 -0.88
H 0.871655 -8.080815 -1.125776 -0.52 0.28 -1.02
H -0.301414 -8.855249 -2.272935 0.80 1.13 0.11
H 1.613853 -8.490293 -4.179822 0.13 0.14 1.17
H 2.731581 -8.212083 -2.689745 -1.22 -0.21 -0.78
H 1.799994 -9.743054 -2.875413 -0.03 1.25 -0.30
H -0.865129 -4.676927 0.821646 -0.55 0.53 -1.36
H -2.353763 -3.837436 0.260454 0.85 -0.50 -0.58
H -2.498365 -6.423214 -1.113255 -0.28 0.92 0.81
H -1.800054 -8.151586 0.454869 0.33 1.36 0.31
H -1.506361 -6.893786 1.771754 0.26 -0.38 -1.03
H -0.326811 -7.086642 0.391074 -1.07 0.13 0.13
H -6.177385 -0.258754 -3.247595 1.24 -0.62 -0.26
H -5.464438 -1.289241 -4.645136 0.65 0.42 1.12
H -5.706370 -1.990034 -2.986521 0.01 0.92 -0.80
C -9.048156 -4.083632 -4.395060 0.14 -0.09 -0.22
C -8.570202 -3.820575 -2.970068 -0.37 0.09 -0.07
C -9.514390 -4.369321 -1.882116 0.22 0.10 0.14
O -10.703404 -3.613595 -1.690679 0.11 -0.31 -0.12
C -11.713854 -3.848961 -2.655943 -0.10 0.32 0.18
N -8.341064 -2.379628 -2.805161 0.02 0.00 0.27
H -9.840935 -3.401101 -4.707743 0.03 -0.03 0.12
H -8.221315 -3.947853 -5.097136 -0.05 0.01 0.09
H -9.413158 -5.107793 -4.503931 0.00 0.04 -0.01
H -7.609740 -4.333843 -2.852376 -0.04 0.03 0.12
H -8.984096 -4.325164 -0.926236 -0.07 0.08 -0.01
H -9.753373 -5.425275 -2.055270 -0.07 -0.01 -0.15
H -11.739605 -4.893600 -2.978824 0.09 0.02 -0.05
H -11.582998 -3.184878 -3.512524 -0.05 -0.17 -0.16
H -12.675258 -3.604375 -2.201344 0.07 -0.04 0.09
H -7.915330 -2.218368 -1.893473 0.03 0.00 -0.08
H -9.251729 -1.928496 -2.728899 0.07 -0.03 -0.10
C 6.541477 1.266136 -0.974258 0.12 -0.15 -0.19
C 6.994578 1.564257 0.452471 -0.50 0.26 -0.08
C 6.026451 1.048836 1.538296 0.29 0.05 0.12
O 4.837610 1.815192 1.689982 0.11 -0.33 0.01
C 3.843837 1.559374 0.712638 -0.14 0.36 0.11
N 7.227704 3.006430 0.584805 -0.01 -0.10 0.36
H 5.758579 1.944243 -1.319291 0.04 -0.03 0.12
H 7.381652 1.379303 -1.664108 -0.07 0.03 0.08
H 6.172647 0.240786 -1.063449 -0.01 0.03 -0.02
H 7.949469 1.049238 0.601131 -0.07 -0.01 0.13
H 6.539939 1.115080 2.502586 -0.07 0.07 0.00
H 5.784439 -0.010465 1.388491 -0.09 -0.01 -0.13
H 3.819435 0.506597 0.415657 0.09 0.00 -0.05
H 3.994583 2.201462 -0.157122 -0.07 -0.19 -0.16
H 2.874260 1.819645 1.141641 0.06 -0.03 0.08
H 7.637060 3.189187 1.500264 0.22 0.06 -0.13
H 6.317102 3.461257 0.631859 0.07 -0.02 -0.16
C 6.673621 3.260735 6.237478 0.25 -0.03 -0.01
C 5.719727 3.033763 5.066380 -0.25 0.09 0.39
C 4.792575 4.229972 4.773510 -0.05 -0.16 -0.26
O 3.722454 4.392237 5.695551 0.31 0.16 -0.09
C 4.087157 5.002808 6.921058 -0.34 -0.17 0.05
N 4.952378 1.807566 5.309307 -0.17 0.04 -0.23
H 6.189106 3.149224 7.209272 -0.06 0.02 -0.13
H 7.483692 2.527372 6.204219 -0.10 0.03 0.01
H 7.121774 4.256693 6.189361 -0.02 -0.02 0.04
H 6.336372 2.877984 4.174169 -0.13 0.06 -0.06
H 4.318085 4.054268 3.803746 -0.04 -0.06 0.08
H 5.361133 5.162951 4.676087 0.08 0.04 0.15
H 4.854437 5.770609 6.786341 0.07 -0.07 -0.01
H 4.419420 4.248584 7.637170 0.18 0.13 0.08
H 3.196317 5.474689 7.338789 -0.01 0.00 -0.12
H 4.401906 1.596933 4.478260 0.17 -0.04 -0.03
H 4.251045 2.018581 6.017530 0.14 -0.04 0.03
C 12.197282 2.683465 4.835971 0.15 -0.12 0.21
C 11.135921 3.779405 4.865410 0.08 -0.11 -0.45
C 9.788363 3.361448 4.243726 -0.08 0.24 0.18
O 9.775570 3.303714 2.824763 -0.10 -0.25 0.22
C 10.365352 2.134558 2.279830 0.01 0.22 -0.34
N 11.677028 4.980480 4.218454 -0.29 0.08 0.01
H 12.660431 2.570247 3.854012 -0.12 0.06 0.03
H 13.000979 2.923370 5.536690 -0.08 0.03 -0.08
H 11.774781 1.719419 5.130394 0.02 0.02 -0.03
H 10.945686 4.015827 5.917669 -0.11 0.03 -0.07
H 9.047248 4.121958 4.507134 0.03 0.02 -0.08
H 9.427002 2.416729 4.667747 0.11 -0.12 -0.02
H 10.179735 1.251007 2.897773 0.07 0.05 0.09
H 11.436309 2.286396 2.134521 0.05 -0.23 0.08
H 9.927112 1.964674 1.294948 -0.06 0.10 0.05
H 11.014995 5.744531 4.338146 0.14 0.00 0.08
H 11.676381 4.815707 3.212988 0.11 -0.02 0.09
C -8.322813 4.158674 -2.588344 -0.23 -0.03 -0.16
C -8.191217 4.601309 -1.133937 0.38 -0.13 -0.19
C -7.121775 5.688211 -0.905201 -0.07 -0.03 0.22
O -5.780534 5.220067 -0.950672 -0.26 0.22 -0.14
C -5.267108 5.020468 -2.257599 0.22 -0.21 0.19
N -7.942058 3.420245 -0.299922 0.09 0.10 0.24
H -7.529380 3.474351 -2.895133 0.00 0.09 0.10
H -9.268088 3.629246 -2.733375 0.09 0.03 0.06
H -8.315284 5.018470 -3.262743 0.02 -0.04 0.01
H -9.154929 5.029630 -0.839057 0.09 0.04 0.09
H -7.257880 6.083792 0.105774 0.09 -0.07 0.00
H -7.257981 6.533982 -1.589715 0.01 -0.06 -0.16
H -5.641841 5.765385 -2.965431 -0.09 -0.04 0.01
H -5.494341 4.010957 -2.605133 -0.03 0.07 -0.21
H -4.180470 5.107623 -2.207717 -0.05 0.06 0.09
H -7.966967 3.698133 0.679187 -0.11 -0.08 -0.06
H -6.972861 3.140847 -0.447263 -0.09 0.01 -0.08
```
Positions in Å, forces in eV/Å.

Values from the calculation:
Calculated total energy in Ha: -10237.43878
Maximum force in eV/Å: 8.96
Gap between HOMO and LUMO in eV: 7.6


Question: Which formula does entry 2 have?
Answer: C41H89Br2I2N7O12S4